Version i
DFT (wB97M-V/def2-TZVPD) results for C2H7N3 in the gas phase.

Geometry as XYZ:
```
12
C2H7N3, DFT wB97M-V/def2-TZVPD
N -0.68764 -1.15585 -1.23564
N 1.35123 -0.58661 -0.28905
N -0.67427 0.46074 0.40495
C -0.02501 1.47382 1.22805
C 0.09507 -0.39435 -0.36350
H -1.46449 -1.59394 -0.75120
H -0.10299 -1.83405 -1.70552
H -1.52014 0.78165 -0.03915
H -0.79889 1.91705 1.85390
H 0.34610 2.32174 0.64687
H 0.78082 1.02124 1.80081
H 1.83310 0.20625 0.12851
```

Structure (SMILES): [H]/N=C(/N)NC
Kohn-Sham gap (eV): 10.1
2S+1: 1

---

Version ii
DFT (wB97M-V/def2-TZVPD) results for C2H7N3 in the gas phase.

Geometry as XYZ:
```
12
C2H7N3, DFT wB97M-V/def2-TZVPD
N 0.31992 1.49239 -0.08070
N -0.52615 -0.61855 -0.31044
N 1.97002 -0.49266 0.02467
C 0.60833 0.11714 -0.19701
C -1.88459 -0.10432 0.11215
H 2.78406 0.17000 0.13828
H 2.08671 -1.41465 0.13031
H -1.95113 0.72888 -0.76587
H -1.97944 0.55182 1.01128
H 1.15205 2.03289 -0.06001
H -0.09995 -1.53083 0.13531
H -2.47983 -0.93211 -0.13797
```

Structure (SMILES): [H]/N=C(\N)NC
Kohn-Sham gap (eV): 9.3
2S+1: 1

---

Which structure is most stable? version i, by 0.0855 hartree over the runner-up.

---

Version i
DFT (wB97M-V/def2-TZVPD) results for 2 unconnected molecules or ions with the total composition C2H7N3.

Geometry as XYZ:
```
12
C2H7N3, DFT wB97M-V/def2-TZVPD
N 0.29266 -0.53649 -1.90317
N -0.44041 -1.25648 0.19654
N -0.00669 1.88393 0.87989
C 0.59549 1.30059 1.84764
C -0.50257 -1.26775 -1.24174
H 0.67388 2.08595 0.14036
H -1.15962 -1.83478 0.60252
H -0.19063 -0.48611 0.83020
H 1.69399 1.31626 1.85724
H 0.17013 0.88317 2.76457
H 1.27630 -0.84186 -1.72659
H -1.36087 -1.75711 -1.71833
```

Structure (SMILES): [H]/N=C\N.C=N
Kohn-Sham gap (eV): 9.4
2S+1: 1

---

Version ii
DFT (wB97M-V/def2-TZVPD) results for C2H7N3 in the gas phase.

Geometry as XYZ:
```
12
C2H7N3, DFT wB97M-V/def2-TZVPD
N 0.86435 0.78173 -0.37050
N -1.21811 -0.85311 -0.25249
N -1.33570 0.42196 0.45610
C 1.59148 -0.34713 0.15118
C -0.27608 1.15824 -0.12628
H 1.23641 -0.37247 1.17359
H 0.98430 -1.28941 -0.32492
H -0.66913 -1.41925 0.21158
H -0.59174 2.26252 -0.25064
H 2.69030 -0.19115 0.34664
H -2.29148 0.68111 0.22244
H -0.98460 -0.83303 -1.23670
```

Structure (SMILES): C/N=C\NN
Kohn-Sham gap (eV): 10.0
2S+1: 1

---

Version iii
DFT (wB97M-V/def2-TZVPD) results for 2 unconnected molecules or ions with the total composition C2H7N3.

Geometry as XYZ:
```
12
C2H7N3, DFT wB97M-V/def2-TZVPD
N -1.89061 -1.23103 -0.85245
N 0.06785 -0.03144 -0.56722
N 1.96520 1.22043 -0.10747
C 0.73339 0.77317 0.27204
C -0.85936 -0.81583 -0.09309
H -2.61965 -1.79742 -0.45290
H 0.36202 -0.03506 1.83428
H -2.05837 -0.78251 -1.74039
H 0.15012 1.39275 0.96115
H 2.44927 1.86797 0.49198
H -0.81674 -1.16988 0.94510
H 2.51688 0.60883 -0.69103
```

Kohn-Sham gap (eV): 8.1
2S+1: 1

---

Which structure is most stable? version i, by 0.0085 hartree over the runner-up.

---

Version i
DFT (wB97M-V/def2-TZVPD) results for 2 unconnected molecules or ions with the total composition C4H13N2OS.

Geometry as XYZ:
```
21
C4H13N2OS, DFT wB97M-V/def2-TZVPD
S 2.74241 -0.76251 -0.40562
O 0.00616 3.04975 0.36492
N -1.50944 0.73198 0.43976
N -0.00332 -2.44085 -0.64869
C -0.21719 -1.00215 -0.78105
C -1.51833 -0.72223 0.10829
C 0.98464 -0.09698 -0.13557
C -2.72400 1.29862 1.12427
H 0.11484 2.05425 0.33402
H -3.65522 1.41486 0.49023
H 0.88384 0.96948 -0.40456
H -1.31816 1.12988 -0.41606
H -0.89069 3.32519 0.50367
H -1.38310 -1.20875 1.09154
H -3.12755 0.49501 1.77376
H 0.91955 -0.15455 1.00429
H -2.27037 2.19984 1.44962
H 0.03133 -2.78114 0.34945
H -0.35264 -0.60677 -1.74217
H 0.96584 -2.77921 -0.90760
H -2.40684 -1.15742 -0.38880
```

Net charge: -1
Kohn-Sham gap (eV): 5.7
2S+1: 1

---

Version ii
DFT (wB97M-V/def2-TZVPD) results for 2 unconnected molecules or ions with the total composition C4H13N2OS.

Geometry as XYZ:
```
21
C4H13N2OS, DFT wB97M-V/def2-TZVPD
S 1.63085 4.01902 -0.71929
O -1.68202 0.51111 1.87894
N -0.25907 -2.83071 0.60693
N 0.56089 0.00828 -0.30214
C -0.50938 -0.85445 -0.92471
C -1.17764 -1.77356 0.13742
C 1.76216 2.20269 -0.20728
C 0.73062 1.35158 -0.95336
H -0.12115 -1.59608 -1.64927
H -1.22101 -0.21290 -1.49472
H 1.49601 -0.25381 -0.26626
H -0.19145 1.92456 -0.75166
H -2.04630 -2.26021 -0.39229
H -1.71137 -1.19591 0.89490
H 1.45138 2.38439 0.87211
H -1.48282 1.14812 2.47833
H 0.84333 1.44975 -2.10033
H 0.76907 -2.85802 0.37868
H -0.47894 -3.15768 1.58601
H 2.66703 1.63366 -0.29676
H -1.03020 0.36014 1.22475
```

Net charge: -1
Kohn-Sham gap (eV): 5.8
2S+1: 1

---

Version iii
DFT (wB97M-V/def2-TZVPD) results for 2 unconnected molecules or ions with the total composition C4H13N2OS.

Geometry as XYZ:
```
21
C4H13N2OS, DFT wB97M-V/def2-TZVPD
S 1.98492 0.31734 -2.27908
O 0.59837 0.19948 3.14702
N 0.48330 -0.39173 0.41554
N -3.26245 -1.10825 0.73656
C 0.45170 1.00562 -0.06880
C -0.76545 -1.14784 0.23006
C 0.46843 1.06867 -1.58292
C -1.91175 -0.57871 1.05802
H -0.43173 0.56237 -1.95590
H -0.36671 1.58677 0.36486
H -0.57323 -2.14288 0.65063
H 0.66132 -0.13662 2.21028
H 1.17007 0.97152 3.18004
H -1.71862 -0.81118 2.10204
H -1.00520 -1.33782 -0.82135
H -3.34764 -1.15033 -0.26605
H -3.32899 -2.01286 1.17877
H 1.33234 1.45444 0.40352
H 0.35223 2.09850 -1.93806
H -1.96649 0.50444 1.01387
H 1.20851 -0.80755 -0.16968
```

Net charge: -1
Kohn-Sham gap (eV): 6.4
2S+1: 1

---

Which structure is most stable? version iii, by 0.0668 hartree over the runner-up.